Molecular formula: C4H4O3S
Method: DFT, ωB97M-V with the def2-TZVPD basis set

```
12
Properties=species:S:1:pos:R:3:forces:R:3:nbo_charge:R:1
O 2.024 -1.114 0.869 -0.4051 0.0274 -1.1176 -0.570
C 1.710 -1.076 -0.296 0.7153 -0.0992 0.3337 0.655
O 0.545 -0.584 -0.779 0.4727 -0.2597 0.1708 -0.498
C -0.318 -0.018 0.185 -0.1445 0.7184 0.0163 -0.124
C -1.755 -0.301 -0.272 0.8681 0.0515 0.0487 0.442
O -2.692 0.222 0.243 -0.5764 0.1057 0.1854 -0.489
C -0.104 1.480 0.377 -0.6055 0.2576 0.0958 -0.295
S 1.146 2.326 -0.166 -0.2761 -0.2521 0.1471 0.119
H 2.349 -1.442 -1.141 -0.5649 0.2536 0.5782 0.141
H -0.132 -0.455 1.170 -0.1591 -0.2362 0.0332 0.262
H -1.819 -0.999 -1.122 -0.1259 -0.0831 -0.0447 0.131
H -0.952 1.961 0.933 0.8014 -0.4840 -0.4468 0.227
```
Positions in Å, forces in eV/Å.

For the frontier orbital gap, the calculation gives 0.319 Eh. Its structure (SMILES) is O=CO[C@H](C=O)C=S. The energy above the lowest of the compared OMol25 structures with the same formula, charge and spin is 1.611 eV. Its energy is -21189.100 eV.

***

Molecular formula: C4H4O4
Method: DFT, ωB97M-V with the def2-TZVPD basis set

```
12
Properties=species:S:1:pos:R:3:forces:R:3:nbo_charge:R:1
O 2.899 1.081 0.001 -0.1813 0.0170 0.1721 -0.571
C 2.010 0.271 0.013 -0.6709 0.6991 -0.6456 0.756
O 2.236 -1.051 0.004 -0.2858 -0.4264 0.0883 -0.688
C 0.517 0.654 -0.051 2.1684 -0.7622 0.9572 -0.237
C -0.413 -0.271 0.061 -2.1966 0.8453 -1.0639 -0.261
C -1.885 0.208 -0.020 0.7660 -0.1855 0.8060 0.761
O -2.274 1.345 0.000 0.3730 -0.1560 -0.1924 -0.581
O -2.714 -0.845 -0.020 -0.1213 -0.5263 -0.0781 -0.680
H 3.192 -1.223 -0.009 -0.1745 0.3216 0.0374 0.505
H 0.330 1.717 -0.015 -0.1683 0.0052 -0.2275 0.251
H -0.259 -1.337 0.020 0.2232 -0.0377 0.2284 0.243
H -3.639 -0.550 0.015 0.2683 0.2058 -0.0818 0.501
```
Positions in Å, forces in eV/Å.

For the frontier orbital gap, the calculation gives 0.387 Eh. Its structure (SMILES) is O=C(O)/C=C/C(=O)O. The energy above the lowest of the compared OMol25 structures with the same formula, charge and spin is 0.398 eV. Its energy is -12402.906 eV.

***

Molecular formula: C4H4O4
Method: DFT, ωB97M-V with the def2-TZVPD basis set

```
12
Properties=species:S:1:pos:R:3:forces:R:3:nbo_charge:R:1
C -0.603 0.587 -0.531 -1.2085 -0.5497 -0.0138 0.194
C -0.373 -0.768 -0.178 -0.5570 -0.2116 -0.1706 0.014
C 1.408 0.987 0.104 1.0508 -1.2464 -0.3283 0.292
O -1.752 1.212 -0.183 0.3170 -0.4241 -0.0911 -0.630
O -1.328 -1.754 -0.264 0.1811 0.3888 0.2400 -0.662
C 0.942 -0.876 0.217 0.5116 1.5094 0.1217 0.484
O 2.038 1.494 -0.776 -0.3895 0.1114 0.2939 -0.513
O 1.721 -1.457 0.909 -0.2416 -0.0448 -0.2071 -0.513
H -2.208 0.696 0.500 0.0197 0.0559 -0.0943 0.489
H -1.199 -2.386 0.458 -0.0025 0.0972 -0.1079 0.490
H -0.214 1.042 -1.435 0.4760 0.1343 0.3520 0.230
H 1.570 1.222 1.179 -0.1571 0.1798 0.0055 0.126
```
Positions in Å, forces in eV/Å.

For the frontier orbital gap, the calculation gives 0.278 Eh. The energy above the lowest of the compared OMol25 structures with the same formula, charge and spin is 4.942 eV. Its energy is -12398.362 eV.

***

> The lowest energy belongs to which entry?

C4H4O3S

***

> The lowest energy belongs to which entry?

C4H4O3S

***

> The highest energy belongs to which entry?

number 3

***

> Among the records above, which one has the highest frontier orbital gap?

number 2